Record 1
A cluster of 6 separate species, C19H33F8N2O13S3 in total in a non-equilibrium geometry. Source: the Open Molecules 2025 dataset; level of theory: wB97M-V/def2-TZVPD.

## Properties
Electronic energy: -3824.8150 Eh
Energy relative to the best compared isomer or geometry (same formula, charge and spin): 24.6 kcal/mol
Highest occupied orbital energy: -5.9 eV
HOMO-LUMO gap: 8.198 eV
Net charge: -1

Each line ends with the Mulliken charge.
Positions of all 78 atoms, in Å:
N: -0.730 -0.589 -0.088  0.659
O: -0.577 -1.669 0.516  -0.649
O: -0.424 0.495 0.482  -0.579
O: -1.209 -0.565 -1.250  -0.357
O: 1.454 -0.326 4.617  -0.582
S: 1.092 1.059 4.532  1.175
O: 0.030 1.609 5.350  -0.614
O: 2.395 1.945 4.823  -0.314
C: 3.664 1.427 4.441  0.435
C: 4.657 2.571 4.304  -1.389
C: 0.813 1.573 2.800  -0.203
H: 3.579 0.891 3.496  -0.128
H: 4.067 0.733 5.182  0.265
H: 4.405 3.155 3.418  0.302
H: 5.678 2.210 4.179  0.395
H: 4.679 3.192 5.200  0.343
H: 1.796 1.662 2.340  0.398
H: 0.287 2.519 2.731  0.395
H: 0.265 0.766 2.311  -0.357
O: 2.071 -1.449 1.671  -0.565
S: 3.075 -0.908 0.806  1.355
O: 3.834 0.280 1.155  -0.728
O: 4.100 -2.167 0.487  -0.426
C: 5.250 -1.792 -0.294  -0.231
C: 5.576 -2.983 -1.192  -1.211
C: 2.367 -0.755 -0.866  -1.127
H: 6.103 -1.624 0.368  0.347
H: 5.138 -0.853 -0.837  0.310
H: 4.768 -3.255 -1.868  0.297
H: 5.722 -3.865 -0.564  0.298
H: 6.548 -2.782 -1.644  0.369
H: 2.081 -1.763 -1.154  0.446
H: 3.126 -0.336 -1.522  0.607
H: 1.490 -0.112 -0.805  0.173
O: -7.197 0.217 -0.553  -0.655
S: -5.913 -0.135 -1.111  1.169
O: -5.750 -1.315 -1.923  -0.579
O: -5.359 1.175 -1.902  -0.443
C: -3.982 1.074 -2.304  0.565
C: -3.727 1.926 -3.524  -1.382
C: -4.724 -0.197 0.239  -0.924
H: -3.659 0.068 -2.554  0.023
H: -3.369 1.455 -1.487  0.228
H: -2.693 1.892 -3.868  0.248
H: -4.046 2.965 -3.424  0.384
H: -4.291 1.534 -4.377  0.361
H: -5.179 -0.726 1.075  0.487
H: -4.444 0.805 0.548  0.279
H: -3.865 -0.777 -0.097  0.301
N: -1.311 -0.675 4.529  -0.399
C: -1.906 0.096 3.601  -0.062
C: -2.989 0.913 3.906  -0.653
C: -3.355 1.100 5.233  -0.428
C: -2.600 0.467 6.200  -0.417
C: -1.609 -0.418 5.803  -0.212
H: -1.461 -0.003 2.616  0.661
H: -3.463 1.511 3.138  0.370
H: -4.066 1.882 5.468  0.354
H: -2.697 0.659 7.261  0.380
H: -1.093 -1.000 6.559  0.374
C: -0.256 -1.141 -4.065  -0.709
C: -1.046 -2.284 -4.723  0.998
C: -2.295 -2.702 -3.952  0.045
F: -2.014 -3.133 -2.715  -0.215
F: -3.167 -1.653 -3.834  -0.264
F: -1.392 -1.904 -5.982  -0.321
F: -0.244 -3.371 -4.880  -0.333
O: 0.725 -0.575 -4.925  -0.456
C: 0.872 0.756 -4.670  1.035
C: 2.011 1.394 -5.508  0.118
F: 2.267 2.667 -5.121  -0.264
F: 3.157 0.662 -5.448  -0.252
F: -0.267 1.436 -4.936  -0.285
F: 1.115 0.930 -3.356  -0.236
H: 0.262 -1.514 -3.185  0.146
H: -0.963 -0.352 -3.809  0.414
H: -2.876 -3.447 -4.507  0.215
H: 1.686 1.444 -6.557  0.226

Cartesian forces (eV/Å) of the 3 atoms listed first:
N -0.4 -0.5 0.5
O -0.2 0.7 -0.6
O -0.2 -0.3 -0.6


Record 2
The molecule C15H26N2O2S. Source: the Open Molecules 2025 dataset; level of theory: wB97M-V/def2-TZVPD.

## Properties
Electronic energy: -1245.3532 Eh
Energy relative to the best compared isomer or geometry (same formula, charge and spin): 27.1 kcal/mol
Highest occupied orbital energy: -8.4 eV
HOMO-LUMO gap: 9.215 eV
Net charge: 0
SMILES: CSCCC(=O)N1CCC(CCC(=O)NC2CC2)CC1

Each line ends with the Mulliken charge.
Positions of all 46 atoms, in Å:
C: -1.796 -4.020 4.844  -0.827
H: -1.513 -3.413 5.700  0.269
H: -2.243 -4.950 5.178  0.346
H: -0.935 -4.228 4.217  0.254
S: -3.064 -3.146 3.886  -0.089
C: -2.238 -1.536 3.652  -0.595
C: -1.035 -1.617 2.722  -0.809
C: -0.515 -0.219 2.422  0.654
O: 0.420 0.243 3.052  -0.684
N: -1.166 0.505 1.483  0.247
C: -2.200 0.049 0.582  -1.268
H: -2.660 -0.868 0.943  0.606
C: -1.621 -0.163 -0.819  -0.607
H: -2.414 -0.490 -1.494  0.374
H: -0.862 -0.943 -0.762  0.174
C: -0.990 1.135 -1.328  0.321
C: -0.408 1.011 -2.746  -1.066
C: 0.335 -0.296 -3.059  -0.887
C: 1.449 -0.643 -2.092  0.163
O: 1.342 -1.539 -1.274  -0.672
N: 2.604 0.056 -2.183  -0.081
C: 2.927 1.160 -3.020  0.064
C: 4.308 1.731 -2.950  -0.723
C: 3.150 2.519 -2.411  -0.403
H: 2.817 3.390 -2.954  0.227
H: 3.060 2.609 -1.339  0.210
H: 4.776 2.057 -3.866  0.244
H: 4.999 1.301 -2.240  0.231
H: 2.452 1.115 -3.991  0.259
H: 3.299 -0.198 -1.491  0.268
H: -0.370 -1.128 -3.037  0.410
H: 0.744 -0.232 -4.069  0.484
H: 0.258 1.860 -2.915  0.347
H: -1.227 1.088 -3.466  0.432
C: 0.049 1.614 -0.311  -0.276
C: -0.595 1.770 1.066  -1.592
H: 0.146 2.062 1.811  0.567
H: -1.391 2.523 1.031  0.412
H: 0.474 2.569 -0.626  0.439
H: 0.854 0.884 -0.230  0.196
H: -1.776 1.901 -1.375  0.548
H: -2.976 0.825 0.548  0.249
H: -0.221 -2.146 3.221  0.447
H: -1.285 -2.156 1.808  0.407
H: -3.013 -0.886 3.247  0.342
H: -1.946 -1.163 4.634  0.389

Cartesian forces (eV/Å) of the 3 atoms listed first:
C -0.2 0.3 -0.4
H 0.1 -0.1 0.1
H 0.0 -0.1 0.1


Record 3
The molecule C13H26N2O4. Source: the Open Molecules 2025 dataset; level of theory: wB97M-V/def2-TZVPD.

## Properties
Electronic energy: -921.4956 Eh
Energy relative to the best compared isomer or geometry (same formula, charge and spin): 2.1 kcal/mol
Highest occupied orbital energy: -9.4 eV
HOMO-LUMO gap: 10.185 eV
Net charge: 0
SMILES: CCCCNC(=O)OC[C@H](CC)NC(=O)OC(C)C

Each line ends with the Mulliken charge.
Positions of all 45 atoms, in Å:
C: -2.666 4.256 3.847  -1.367
C: -1.857 3.033 3.434  -0.103
C: -2.749 1.924 2.882  -0.671
H: -3.468 1.617 3.644  0.358
H: -3.312 2.301 2.024  0.326
C: -1.941 0.699 2.455  -0.782
N: -1.036 1.011 1.375  0.071
C: 0.280 0.750 1.436  0.626
O: 0.881 0.342 2.398  -0.673
O: 0.875 1.069 0.248  -0.477
C: 2.220 0.638 0.118  -0.894
H: 2.632 1.229 -0.702  0.447
H: 2.764 0.837 1.047  0.383
C: 2.258 -0.868 -0.196  0.081
N: 1.552 -1.135 -1.431  0.015
C: 0.211 -1.325 -1.455  0.654
O: -0.484 -1.567 -0.500  -0.646
O: -0.236 -1.243 -2.729  -0.467
C: -1.625 -1.536 -2.940  0.667
C: -2.051 -0.802 -4.203  -1.414
H: -3.109 -0.966 -4.385  0.417
H: -1.870 0.265 -4.099  0.351
H: -1.481 -1.169 -5.053  0.327
C: -1.826 -3.044 -3.054  -1.381
H: -1.237 -3.437 -3.880  0.321
H: -2.875 -3.265 -3.227  0.399
H: -1.511 -3.528 -2.133  0.350
H: -2.182 -1.163 -2.070  0.281
H: 1.966 -0.800 -2.288  0.231
C: 3.677 -1.440 -0.232  -0.868
C: 4.604 -0.780 -1.248  -1.201
H: 4.756 0.270 -1.016  0.294
H: 4.207 -0.863 -2.257  0.319
H: 5.573 -1.273 -1.230  0.397
H: 4.105 -1.339 0.766  0.419
H: 3.600 -2.506 -0.457  0.385
H: 1.688 -1.376 0.590  0.367
H: -1.420 1.252 0.477  0.237
H: -2.614 -0.109 2.146  0.325
H: -1.322 0.343 3.282  0.350
H: -1.127 3.317 2.673  0.213
H: -1.304 2.652 4.294  0.281
H: -3.210 4.662 2.996  0.337
H: -2.013 5.033 4.237  0.377
H: -3.387 3.994 4.619  0.336

Cartesian forces (eV/Å) of the 3 atoms listed first:
C 0.2 -0.1 0.0
C -0.3 0.0 -0.1
C 0.5 -0.1 0.1


Record 4
A structure of composition C3H2FHgO2 in a non-equilibrium geometry. Source: the Open Molecules 2025 dataset; level of theory: wB97M-V/def2-TZVPD.

## Properties
Electronic energy: -518.6419 Eh
Energy relative to the best compared isomer or geometry (same formula, charge and spin): 94.2 kcal/mol
Highest occupied orbital energy (alpha / beta): -14.0 / -13.8 eV
HOMO-LUMO gap (alpha / beta): 6.643 / 6.682 eV
Net charge: +1

Each line ends with the Mulliken charge.
Positions of all 9 atoms, in Å:
F: 1.852 -1.343 -1.107  -0.124
O: -1.606 0.830 0.351  -0.595
O: 0.707 -0.580 0.684  -0.675
C: -0.985 0.919 -0.746  0.417
C: 0.665 -0.887 -0.719  0.606
C: 0.332 0.439 -0.936  -0.449
H: -1.587 1.090 -1.652  0.387
H: 0.481 0.015 -2.103  0.224
Hg: -0.748 -0.092 1.792  1.209

Cartesian forces (eV/Å) of the 3 atoms listed first:
F -2.3 -1.3 -0.5
O -2.6 3.6 -4.2
O 4.1 -6.1 0.1